Entry 1:
The following is a DFT calculation (the ωB97M-V functional and the def2-TZVPD basis) of a structure of composition C16H31F3P2Ru in a non-equilibrium geometry.

Properties
HOMO (alpha / beta) ... -14.33 / -15.35 eV
Expectation value of S² ... 6.04
Electronic energy ... -46385.049 eV
Orbital gap (alpha / beta) ... 7.6 / 6.9 eV
Charge ... +2
Spin multiplicity ... 5

Geometry as XYZ:
```
53
C16H31F3P2Ru (the ωB97M-V functional and the def2-TZVPD basis)
P 2.698 -3.349 -3.480
P 3.511 -4.357 0.010
C 4.081 -4.436 -2.853
C 3.785 -5.207 -1.585
H 4.968 -3.813 -2.742
H 4.285 -5.103 -3.702
H 3.002 -5.942 -1.774
H 4.677 -5.814 -1.397
C 5.166 -3.784 0.330
H 5.252 -3.197 1.253
H 5.607 -3.198 -0.489
H 5.768 -4.700 0.428
C 3.231 -5.713 1.128
H 4.166 -6.259 1.154
H 2.412 -6.308 0.739
H 2.962 -5.315 2.101
C 3.494 -2.760 -5.009
H 2.840 -2.070 -5.539
H 3.703 -3.638 -5.625
H 4.421 -2.235 -4.764
C 1.590 -4.666 -4.089
H 1.314 -5.357 -3.279
H 2.143 -5.211 -4.868
H 0.675 -4.215 -4.494
Ru 0.804 -0.677 -0.446
C 2.215 -3.267 0.558
C 2.569 -1.820 0.155
C 3.466 -1.549 -1.056
C 2.815 -0.790 -2.181
C 1.564 -1.481 -2.720
C 0.573 -2.192 -1.901
C 0.700 -3.626 -1.338
C 0.751 -3.681 0.181
C -0.619 0.398 -1.318
H 2.125 -3.324 1.652
H 2.979 -1.211 1.005
H 3.941 -2.444 -1.468
H 4.351 -0.977 -0.731
H 2.697 0.276 -1.912
H 3.514 -0.709 -3.034
H 1.093 -0.744 -3.404
H -0.407 -2.171 -2.412
H 1.573 -4.231 -1.649
H -0.128 -4.269 -1.672
H 0.005 -2.992 0.628
H 0.449 -4.677 0.520
H -1.552 0.264 -0.731
H -0.782 0.233 -2.403
H -0.223 1.425 -1.132
F 1.113 -0.404 2.475
C 0.323 0.067 1.455
F -0.977 -0.278 1.795
F 0.393 1.445 1.504
```

Atomic partial charges in e from the Mulliken method, atoms 1 to 6:
1 P 0.943
2 P 0.928
3 C -1.280
4 C -1.025
5 H 0.339
6 H 0.753

Entry 2:
The following is a DFT calculation (the ωB97M-V functional and the def2-TZVPD basis) of a structure of composition C48H42BrGeIrN4O2S2Se in a non-equilibrium geometry.

Properties
HOMO (alpha / beta) ... -3.99 / -4.01 eV
Expectation value of S² ... 0.77
Electronic energy ... -276923.784 eV
Orbital gap (alpha / beta) ... 4.3 / 4.3 eV
Charge ... -1
Spin multiplicity ... 2

Geometry as XYZ:
```
102
C48H42BrGeIrN4O2S2Se (the ωB97M-V functional and the def2-TZVPD basis)
Ir -1.036 -0.319 0.855
C 1.709 -1.772 1.064
N 0.857 -1.053 2.033
C 1.612 0.048 2.698
C 0.036 2.192 2.951
N -0.776 2.089 1.732
C -0.210 2.891 0.642
C -2.119 2.602 1.871
C -2.385 3.727 2.642
C -3.643 4.302 2.676
C -4.663 3.768 1.903
C -4.404 2.679 1.100
C -3.144 2.079 1.068
S -2.922 0.771 -0.073
C 0.439 -2.039 3.020
C 1.406 -2.742 3.730
C 1.080 -3.798 4.559
C -0.245 -4.184 4.695
C -1.225 -3.471 4.041
C -0.908 -2.402 3.200
S -2.225 -1.488 2.558
H 2.683 -2.029 1.490
H 1.853 -1.167 0.171
H 1.194 -2.694 0.784
H 3.240 0.207 1.325
H 2.313 -0.411 3.414
H 0.839 2.918 2.797
H -0.600 2.545 3.772
H -0.257 3.962 0.880
H -0.788 2.701 -0.262
H 0.827 2.636 0.455
H -1.593 4.199 3.207
H -3.822 5.177 3.287
H -5.647 4.211 1.917
H -5.172 2.274 0.462
H 2.449 -2.476 3.628
H 1.862 -4.319 5.091
H -0.506 -5.031 5.314
H -2.267 -3.720 4.174
Br 0.289 -6.422 -1.157
C -1.559 -5.992 -1.114
C -2.443 -6.924 -1.636
C -3.795 -6.637 -1.666
C -4.258 -5.418 -1.194
C -3.366 -4.501 -0.670
C -2.006 -4.779 -0.613
C -1.079 -3.754 0.052
O -0.052 -4.181 0.577
O -1.504 -2.577 -0.021
H -2.068 -7.864 -2.016
H -4.485 -7.365 -2.071
H -5.313 -5.186 -1.237
H -3.696 -3.543 -0.298
C -0.274 -0.215 -1.001
Ge 0.477 0.829 -2.433
C 1.591 2.460 -2.111
C 2.969 2.333 -2.006
C 3.779 3.437 -1.808
C 3.218 4.701 -1.721
C 1.846 4.846 -1.832
C 1.045 3.736 -2.021
C -0.858 1.276 -3.862
C -0.937 2.514 -4.482
C -1.886 2.763 -5.458
C -2.758 1.761 -5.848
C -2.676 0.513 -5.253
C -1.741 0.280 -4.261
C 1.699 -0.491 -3.306
C 1.828 -1.788 -2.827
C 2.673 -2.695 -3.441
C 3.409 -2.310 -4.549
C 3.285 -1.021 -5.043
C 2.432 -0.125 -4.426
H -0.738 -1.051 -1.537
H 3.411 1.349 -2.091
H 4.849 3.317 -1.724
H 3.846 5.566 -1.566
H 1.400 5.829 -1.769
H -0.027 3.864 -2.086
H -0.240 3.295 -4.212
H -1.947 3.743 -5.914
H -3.498 1.953 -6.612
H -3.348 -0.278 -5.558
H -1.688 -0.691 -3.789
H 1.254 -2.092 -1.963
H 2.755 -3.700 -3.051
H 4.077 -3.014 -5.027
H 3.856 -0.718 -5.912
H 2.326 0.881 -4.815
Se -0.506 0.173 5.814
N -0.376 0.074 4.063
C 0.669 0.911 3.575
C 2.435 0.849 1.698
C 3.130 2.077 2.192
C 3.237 2.593 3.436
C 2.599 2.227 4.643
C 1.465 1.448 4.779
N 0.979 1.169 5.972
H 1.809 1.080 0.829
H 3.710 2.557 1.413
H 3.925 3.427 3.541
H 3.007 2.643 5.553
```

Atomic partial charges in e from the Mulliken method, atoms 1 to 6:
1 Ir 3.097
2 C -1.224
3 N 1.245
4 C -0.884
5 C -1.980
6 N 1.632

Entry 3:
The following is a DFT calculation (the ωB97M-V functional and the def2-TZVPD basis) of a structure of composition C28H35CoN4O2S2.

Properties
HOMO (alpha / beta) ... -10.27 / -10.38 eV
Expectation value of S² ... 3.76
Electronic energy ... -98955.533 eV
Orbital gap (alpha / beta) ... 7.2 / 6.9 eV
Charge ... +1
Spin multiplicity ... 4

Geometry as XYZ:
```
72
C28H35CoN4O2S2 (the ωB97M-V functional and the def2-TZVPD basis)
Co -1.303 0.594 -1.217
C -3.424 -2.308 4.887
C -2.059 -2.410 4.192
C -0.968 -2.035 5.196
C -1.826 -3.855 3.719
C -2.041 -1.511 2.965
C -3.040 -1.612 1.997
C -2.974 -0.843 0.858
N -1.984 0.026 0.634
C -1.027 0.160 1.561
C -1.023 -0.593 2.720
C 0.036 1.157 1.233
C 0.824 1.749 2.196
C 1.768 2.720 1.849
C 1.849 3.053 0.502
C 1.036 2.415 -0.413
N 0.149 1.481 -0.070
C 2.688 3.317 2.903
C 3.689 2.217 3.304
C 1.889 3.756 4.136
C 3.463 4.521 2.367
H -3.422 -2.928 5.784
H -4.238 -2.655 4.249
H -3.637 -1.279 5.185
H -1.058 -2.671 6.077
H -1.062 -0.997 5.526
H 0.033 -2.188 4.785
H -1.814 -4.526 4.580
H -0.869 -3.946 3.201
H -2.613 -4.187 3.040
H -3.863 -2.303 2.114
H -3.729 -0.918 0.085
H -0.208 -0.481 3.420
H 0.692 1.458 3.228
H 2.533 3.809 0.148
H 1.102 2.651 -1.469
H 3.184 1.373 3.779
H 4.416 2.621 4.011
H 4.232 1.843 2.433
H 1.320 2.939 4.581
H 1.194 4.561 3.886
H 2.578 4.126 4.896
H 4.119 4.252 1.537
H 4.093 4.921 3.161
H 2.791 5.318 2.040
O 4.164 -2.928 -6.300
C 4.100 -2.115 -5.225
O 5.089 -1.562 -4.838
C 2.767 -1.949 -4.555
C 2.656 -0.925 -3.620
C 1.481 -0.734 -2.917
C 0.380 -1.574 -3.121
S -1.118 -1.410 -2.203
C 0.489 -2.593 -4.069
C 1.671 -2.776 -4.774
H 3.296 -3.281 -6.527
H 3.519 -0.291 -3.456
H 1.410 0.061 -2.184
H -0.353 -3.255 -4.232
H 1.712 -3.592 -5.487
S -2.712 1.915 -2.520
C -2.691 1.125 -4.038
N -1.633 0.660 -4.685
C -1.987 -0.039 -5.922
C -3.503 0.245 -6.036
N -3.782 0.930 -4.771
H -0.734 0.567 -4.242
H -1.775 -1.103 -5.832
H -1.427 0.362 -6.762
H -4.084 -0.671 -6.107
H -3.744 0.879 -6.887
H -4.686 1.263 -4.488
```

Atomic partial charges in e from the Mulliken method, atoms 1 to 6:
1 Co 0.315
2 C -1.636
3 C 2.004
4 C -2.076
5 C -1.545
6 C 0.287

Entry 4:
The following is a DFT calculation (the ωB97M-V functional and the def2-TZVPD basis) of a structure of composition C37H28AsBCuF4N5O2Se in a non-equilibrium geometry.

Properties
HOMO (alpha / beta) ... -5.20 / -5.19 eV
Expectation value of S² ... 0.75
Electronic energy ... -232749.731 eV
Orbital gap (alpha / beta) ... 6.7 / 6.4 eV
Charge ... -1
Spin multiplicity ... 2

Geometry as XYZ:
```
80
C37H28AsBCuF4N5O2Se (the ωB97M-V functional and the def2-TZVPD basis)
Cu 0.118 0.248 0.692
O 3.633 1.422 -0.519
C 2.463 1.278 -0.194
O 1.981 0.308 0.464
C 1.455 2.350 -0.607
C 1.835 3.527 -1.240
C 0.861 4.467 -1.535
C -0.456 4.191 -1.192
C -0.747 2.984 -0.582
N 0.187 2.093 -0.306
H 2.879 3.681 -1.473
H 1.112 5.405 -2.015
H -1.244 4.896 -1.396
H -1.753 2.717 -0.297
F -0.032 2.661 2.694
B -1.403 2.423 2.808
F -2.113 3.575 2.613
F -1.657 1.846 4.038
F -1.762 1.474 1.823
C 0.722 0.898 7.828
C -0.101 -0.141 7.427
C -0.243 -0.442 6.083
C 0.430 0.293 5.113
C 1.184 1.388 5.522
C 1.356 1.668 6.867
As 0.327 -0.189 3.202
C -0.779 -1.782 3.364
C -2.062 -1.757 2.829
C -2.853 -2.893 2.850
C -2.360 -4.073 3.383
C -1.082 -4.108 3.912
C -0.306 -2.961 3.925
C 2.130 -0.889 3.033
C 3.163 0.026 3.215
C 4.470 -0.301 2.917
C 4.768 -1.555 2.410
C 3.751 -2.473 2.217
C 2.441 -2.137 2.514
H 0.855 1.117 8.880
H -0.634 -0.725 8.165
H -0.897 -1.254 5.787
H 1.607 2.049 4.777
H 1.984 2.496 7.165
H -2.421 -0.841 2.376
H -3.849 -2.868 2.432
H -2.971 -4.964 3.392
H -0.682 -5.033 4.303
H 0.684 -2.984 4.370
H 2.925 1.024 3.561
H 5.252 0.434 3.047
H 5.784 -1.805 2.142
H 3.976 -3.454 1.815
H 1.653 -2.845 2.299
N -0.441 -0.310 -6.637
C -1.025 -0.173 -7.864
C -0.550 -0.312 -9.159
C -1.446 -0.085 -10.184
C -2.774 0.270 -9.929
C -3.254 0.410 -8.644
C -2.369 0.188 -7.592
N -2.559 0.260 -6.241
C -1.407 -0.041 -5.697
C -1.144 -0.099 -4.273
C -2.173 0.133 -3.359
C -1.885 0.084 -2.006
N -0.679 -0.190 -1.536
C 0.294 -0.446 -2.393
C 0.119 -0.404 -3.765
H 0.511 -0.582 -6.458
H 0.479 -0.581 -9.350
H -1.112 -0.184 -11.207
H -3.430 0.441 -10.771
H -4.279 0.680 -8.452
H -3.166 0.334 -3.728
H -2.644 0.263 -1.256
H 1.250 -0.701 -1.959
H 0.954 -0.617 -4.412
Se -0.491 -4.225 -0.823
C -0.245 -2.769 0.075
N -0.115 -1.810 0.724
```

Atomic partial charges in e from the Mulliken method, atoms 1 to 6:
1 Cu 0.058
2 O -0.790
3 C 0.070
4 O -0.032
5 C 0.624
6 C -0.724

For the records above, the corresponding energy relative to the best compared isomer or geometry (same formula, charge and spin) values read 1.122, 5.959, 0.000, 2.454 eV.